Entry 1:
Here is one molecule with the formula C6H8 from OMol25. Energies are from ωB97M-V/def2-TZVPD.

Output
Highest occupied orbital energy (alpha / beta)   -8.03 / -7.54 eV
Multiplicity   1
Energy relative to the best compared isomer or geometry (same formula, charge and spin)   74.5 kcal/mol

Geometry as XYZ:
```
14
C6H8 ωB97M-V/def2-TZVPD
C 0.446 -1.213 0.739
C -0.797 -0.511 0.185
C -0.658 0.882 0.763
C 0.701 1.090 0.115
C 0.652 0.572 -1.197
C -0.321 -0.400 -1.223
H 1.266 -1.467 0.082
H 0.288 -1.974 1.521
H -1.735 -1.050 0.346
H -0.625 0.870 1.853
H -1.413 1.613 0.425
H 1.391 1.883 0.405
H 1.365 0.787 -1.987
H -0.560 -1.081 -2.029
```

Results of the natural (NBO) charge analysis, in e, for atoms 1 through 6:
1 C -0.332
2 C -0.338
3 C -0.425
4 C -0.111
5 C -0.301
6 C -0.137


Entry 2:
Here is one molecule with the formula C20H22N4O5S at a distorted geometry from OMol25. Energies are from ωB97M-V/def2-TZVPD.

Output
Structure (SMILES)   CCOc1ccc(C(=O)NC(=S)Nc2ccc(NC(=O)C(C)C)cc2)cc1[N+](=O)[O-]
Highest occupied orbital energy   -7.95 eV
Multiplicity   1
Energy relative to the best compared isomer or geometry (same formula, charge and spin)   71.5 kcal/mol

Geometry as XYZ:
```
52
C20H22N4O5S ωB97M-V/def2-TZVPD
C -10.016 -0.505 -0.941
C -8.776 0.163 -0.372
H -9.030 0.743 0.525
H -8.328 0.838 -1.113
O -7.857 -0.871 -0.042
C -6.548 -0.674 0.102
C -5.776 -1.851 0.071
C -4.406 -1.833 0.100
C -3.713 -0.616 0.137
C -4.457 0.553 0.187
C -5.847 0.540 0.211
N -6.474 1.816 0.450
O -6.034 2.780 -0.136
O -7.369 1.847 1.271
H -3.942 1.502 0.234
C -2.235 -0.463 0.133
O -1.712 0.638 0.045
N -1.516 -1.616 0.238
C -0.128 -1.790 0.245
N 0.597 -0.674 0.143
C 1.973 -0.457 0.116
C 2.384 0.878 0.095
C 3.723 1.197 0.066
C 4.692 0.192 0.053
C 4.282 -1.138 0.070
C 2.939 -1.459 0.101
H 2.647 -2.495 0.114
H 5.021 -1.921 0.056
N 6.031 0.579 0.027
C 7.152 -0.195 -0.031
O 7.148 -1.405 -0.069
C 8.449 0.613 -0.038
C 8.521 1.553 -1.241
H 9.510 2.003 -1.297
H 8.342 1.005 -2.164
H 7.792 2.359 -1.171
C 8.621 1.371 1.280
H 9.598 1.848 1.307
H 8.548 0.687 2.123
H 7.864 2.145 1.399
H 9.253 -0.124 -0.122
H 6.174 1.579 0.042
H 4.025 2.235 0.053
H 1.643 1.664 0.102
H 0.028 0.179 0.086
S 0.375 -3.356 0.386
H -2.004 -2.497 0.334
H -3.888 -2.779 0.063
H -6.315 -2.783 0.008
H -10.755 0.252 -1.189
H -10.438 -1.187 -0.209
H -9.767 -1.066 -1.838
```

Results of the natural (NBO) charge analysis, in e, for atoms 1 through 6:
1 C -0.620
2 C -0.071
3 H 0.211
4 H 0.174
5 O -0.473
6 C 0.362


Entry 3:
Here is a 13-piece molecular cluster, C13H52N26O13 overall at a distorted geometry from OMol25. Energies are from ωB97M-V/def2-TZVPD.

Output
Highest occupied orbital energy   -8.80 eV
Multiplicity   1
Energy relative to the best compared isomer or geometry (same formula, charge and spin)   24.6 kcal/mol

Geometry as XYZ:
```
104
C13H52N26O13 ωB97M-V/def2-TZVPD
C -2.150 -2.928 1.963
O -2.660 -2.129 1.165
N -2.697 -4.161 2.146
N -1.133 -2.664 2.821
H -2.345 -4.828 2.815
H -3.509 -4.345 1.586
H -0.636 -1.793 2.825
H -0.978 -3.392 3.510
C -3.708 3.171 0.634
O -2.887 2.733 -0.159
N -5.050 3.073 0.414
N -3.394 3.873 1.766
H -5.395 2.687 -0.446
H -5.748 3.334 1.086
H -4.057 3.862 2.521
H -2.469 4.224 1.970
C 2.755 3.893 -2.774
O 2.565 3.275 -3.817
N 2.371 3.483 -1.523
N 3.218 5.185 -2.771
H 2.424 4.071 -0.711
H 2.125 2.508 -1.411
H 3.268 5.574 -1.847
H 3.186 5.749 -3.596
C -6.269 -0.019 0.143
O -6.996 0.924 0.404
N -5.042 -0.217 0.717
N -6.549 -0.926 -0.844
H -4.586 -1.099 0.557
H -4.561 0.519 1.194
H -5.830 -1.568 -1.117
H -7.407 -0.737 -1.324
C 4.081 1.708 1.226
O 3.816 2.614 2.009
N 3.180 0.719 1.002
N 5.317 1.492 0.689
H 3.288 -0.170 0.545
H 2.284 0.891 1.423
H 5.407 0.777 -0.012
H 5.934 2.280 0.755
C 0.390 -5.743 2.746
O -0.371 -5.460 3.687
N 0.559 -4.866 1.735
N 1.145 -6.866 2.736
H 1.367 -4.913 1.143
H 0.218 -3.958 2.006
H 0.897 -7.589 3.388
H 1.543 -7.162 1.862
C 3.443 -1.757 -2.023
O 4.601 -1.768 -2.407
N 2.911 -2.645 -1.126
N 2.540 -0.797 -2.348
H 3.499 -3.428 -0.905
H 1.905 -2.763 -1.032
H 1.705 -0.644 -1.809
H 2.718 -0.172 -3.113
C -0.104 0.175 -0.115
O 0.775 0.956 -0.489
N -1.436 0.363 -0.102
N 0.264 -1.106 0.240
H -1.908 1.225 -0.347
H -1.934 -0.483 0.149
H 1.215 -1.324 0.485
H -0.490 -1.700 0.533
C -0.199 2.998 3.161
O -0.423 4.027 2.557
N -0.864 1.827 2.924
N 0.677 2.910 4.216
H -1.621 1.824 2.266
H -0.547 1.001 3.396
H 0.936 3.743 4.708
H 0.900 2.022 4.624
C 0.348 0.654 -4.599
O -0.549 -0.198 -4.690
N 0.594 1.278 -3.433
N 1.083 1.063 -5.664
H 0.059 0.900 -2.673
H 1.298 1.994 -3.291
H 0.813 0.730 -6.570
H 1.594 1.924 -5.544
C -0.890 5.068 -2.056
O 0.023 5.865 -2.232
N -2.201 5.404 -2.239
N -0.692 3.778 -1.721
H -3.012 4.837 -2.072
H -2.420 6.323 -2.578
H -1.441 3.123 -1.589
H 0.249 3.454 -1.564
C 3.245 -2.684 2.497
O 2.172 -2.403 1.964
N 3.852 -1.801 3.344
N 3.927 -3.832 2.265
H 3.316 -0.963 3.486
H 4.513 -2.151 4.014
H 3.764 -4.420 1.472
H 4.829 -3.913 2.703
C -0.645 -3.206 -1.945
O 0.242 -3.798 -1.318
N -1.902 -3.032 -1.469
N -0.402 -2.687 -3.166
H -2.704 -2.688 -1.960
H -2.070 -3.395 -0.550
H -1.000 -1.998 -3.595
H 0.536 -2.794 -3.507
```

Results of the Löwdin charge analysis, in e, for atoms 1 through 6:
1 C -0.645
2 O -0.040
3 N 0.187
4 N 0.170
5 H 0.087
6 H 0.112


Entry 4:
Here is C16H31Al2BBeBrCl5F9N2O15PS3Si2 as an isolated structure at a distorted geometry from OMol25. Energies are from ωB97M-V/def2-TZVPD.

Output
Total charge   +2
Highest occupied orbital energy   -11.78 eV
Multiplicity   1

Geometry as XYZ:
```
89
C16H31Al2BBeBrCl5F9N2O15PS3Si2 ωB97M-V/def2-TZVPD
C -7.369 -0.017 -0.295
O -6.249 0.640 -0.987
C -5.038 0.705 -0.130
C -4.155 -0.677 -0.104
C -3.444 -0.983 1.378
O -3.033 0.237 2.088
P -4.063 0.604 3.442
O -3.261 0.432 4.824
O -4.403 2.345 3.342
O -5.616 -0.182 3.429
C -5.647 -1.378 4.288
S -6.509 -2.809 3.363
O -6.940 -2.410 1.914
O -7.713 -3.398 4.183
H -7.544 -1.144 -0.610
H -7.294 -0.014 0.878
H -8.353 0.598 -0.572
H -4.337 1.568 -0.562
H -5.400 1.081 0.920
H -3.231 -0.524 -0.844
H -4.784 -1.586 -0.502
H -2.435 -1.559 1.103
H -4.078 -1.738 2.008
H -5.372 2.435 3.633
H -6.304 -1.104 5.240
H -4.591 -1.801 4.582
H -5.578 -3.886 3.227
Be -9.480 0.070 0.805
C 1.295 -2.555 3.089
F 0.667 -1.543 3.754
F 2.581 -2.577 3.551
F 0.723 -3.716 3.531
S 1.211 -2.386 1.275
O 1.886 -1.117 0.993
O -0.223 -2.399 0.971
N 2.018 -3.705 0.925
S 2.159 -3.928 -0.638
O 3.035 -2.997 -1.354
O 0.936 -4.294 -1.357
C 3.117 -5.478 -0.550
F 2.445 -6.468 0.112
F 4.299 -5.323 0.119
F 3.435 -5.986 -1.775
Br 2.383 -3.562 5.423
B 4.824 2.095 2.600
O 4.310 0.815 3.098
C 5.223 -0.121 2.803
O 5.106 -1.303 3.081
C 6.336 0.483 2.123
O 7.332 -0.094 1.719
O 6.125 1.800 1.989
F 4.989 3.031 3.701
F 3.917 2.646 1.606
Al -8.326 -2.491 0.415
F 4.296 -2.769 2.318
C 3.053 2.979 -1.507
Si 3.530 1.882 -2.974
C 2.745 0.207 -2.665
C 5.396 1.697 -2.918
N 2.969 2.629 -4.447
Si 3.250 1.867 -5.991
C 2.428 0.187 -6.135
C 5.075 1.685 -6.387
C 2.509 2.952 -7.353
H 3.397 2.526 -0.573
H 3.511 3.971 -1.599
H 1.967 3.099 -1.454
H 2.959 -0.126 -1.646
H 3.137 -0.556 -3.344
H 1.657 0.256 -2.783
H 5.889 2.638 -3.174
H 5.747 0.918 -3.595
H 5.713 1.415 -1.908
H 2.942 -0.568 -5.537
H 2.450 -0.153 -7.175
H 1.383 0.235 -5.818
H 5.606 2.627 -6.224
H 5.205 1.403 -7.437
H 5.546 0.907 -5.782
H 2.975 3.941 -7.360
H 1.431 3.070 -7.214
H 2.679 2.487 -8.330
Al 0.608 -7.255 0.518
Cl 5.221 3.773 0.064
C -4.971 5.549 5.437
Cl -5.136 6.096 7.124
Cl -4.851 6.966 4.363
Cl -3.500 4.556 5.276
Cl -6.395 4.579 4.984
```

Results of the Löwdin charge analysis, in e, for atoms 1 through 6:
1 C -0.300
2 O -0.191
3 C -0.168
4 C -0.096
5 C -0.204
6 O -0.217


Entry 5:
Here is C6H13O3Rb as an isolated structure at a distorted geometry from OMol25. Energies are from ωB97M-V/def2-TZVPD.

Output
Total charge   +1
Highest occupied orbital energy (alpha / beta)   -11.84 / -11.84 eV
Multiplicity   2
Energy relative to the best compared isomer or geometry (same formula, charge and spin)   0.2 kcal/mol

Geometry as XYZ:
```
23
C6H13O3Rb ωB97M-V/def2-TZVPD
C 2.198 2.343 -1.929
C 2.843 1.188 -1.750
C 2.325 0.042 -0.933
C 1.936 -1.156 -1.785
O 0.893 -1.863 -1.131
Rb 0.514 -3.846 1.779
H 1.113 2.405 -1.816
H 3.831 1.047 -2.202
H 2.670 3.169 -2.466
H 1.453 0.372 -0.347
H 3.114 -0.277 -0.228
H 2.796 -1.832 -1.913
H 1.596 -0.836 -2.781
O -2.244 -1.571 1.187
C -2.921 -0.411 1.276
C -3.195 0.105 2.677
O -3.235 1.509 2.592
H -0.039 -1.585 -1.371
H -3.848 -0.491 0.661
H -2.327 0.330 0.680
H -2.394 -0.231 3.357
H -4.157 -0.305 3.028
H -2.922 1.894 3.414
```

Results of the natural (NBO) charge analysis, in e, for atoms 1 through 6:
1 C -0.386
2 C -0.181
3 C -0.468
4 C -0.056
5 O -0.785
6 Rb 0.996


Entry 6:
Here is a 2-piece molecular cluster, C28H29F3N2O overall at a distorted geometry from OMol25. Energies are from ωB97M-V/def2-TZVPD.

Output
Highest occupied orbital energy   -6.53 eV
Multiplicity   1
Energy relative to the best compared isomer or geometry (same formula, charge and spin)   31.2 kcal/mol

Geometry as XYZ:
```
63
C28H29F3N2O ωB97M-V/def2-TZVPD
C -0.366 8.126 0.004
C 1.084 7.712 0.266
C 1.019 6.314 0.914
N -0.337 5.836 0.680
C -0.807 4.624 1.121
C -0.159 3.922 2.171
C -0.643 2.704 2.612
C -1.769 2.064 2.017
C -2.212 0.756 2.509
C -2.775 -0.190 1.529
C -2.117 -0.479 0.287
C -2.600 -1.446 -0.590
C -3.781 -2.179 -0.278
N -4.287 -3.154 -1.088
C -5.642 -3.634 -0.939
C -5.888 -4.561 -2.140
C -4.509 -4.833 -2.756
C -3.550 -3.781 -2.168
C -4.474 -1.862 0.915
C -3.953 -0.918 1.782
C -2.381 2.759 0.928
C -1.958 4.022 0.532
C -1.203 6.836 0.079
H -0.707 8.820 0.781
H -0.491 8.617 -0.965
H 1.632 7.646 -0.680
H 1.608 8.423 0.911
H 1.772 5.637 0.477
H 1.237 6.388 1.993
H 0.737 4.349 2.628
H -0.154 2.195 3.443
H -1.577 0.362 3.310
H -1.199 0.065 0.059
H -2.085 -1.648 -1.534
H -5.771 -4.191 0.007
H -6.365 -2.802 -0.917
H -6.389 -5.478 -1.821
H -6.529 -4.039 -2.857
H -4.160 -5.831 -2.469
H -4.527 -4.763 -3.846
H -3.269 -3.027 -2.920
H -2.615 -4.243 -1.811
H -5.405 -2.358 1.187
H -4.481 -0.712 2.689
H -3.226 2.280 0.416
H -2.464 4.548 -0.281
H -2.120 6.988 0.671
H -1.514 6.516 -0.930
F -7.827 0.400 4.954
C -6.537 0.453 4.493
F -6.561 -0.172 3.267
F -6.249 1.766 4.268
C -5.553 -0.161 5.421
C -4.109 0.067 5.193
O -3.600 0.501 4.105
C -3.301 -0.270 6.341
C -3.762 -1.102 7.344
C -5.103 -1.496 7.399
C -6.001 -0.961 6.460
H -2.276 0.105 6.331
H -3.076 -1.434 8.121
H -5.468 -2.173 8.179
H -7.073 -1.171 6.565
```

Results of the natural (NBO) charge analysis, in e, for atoms 1 through 6:
1 C -0.410
2 C -0.409
3 C -0.210
4 N -0.399
5 C 0.276
6 C -0.304


The highest multiplicity belongs to which entry?
C6H13O3Rb